Below is 2 unconnected molecules or ions with the total composition C2H7N2O, with properties calculated with the ωB97M-V functional and the def2-TZVPD basis.

Geometry as ORCA input:
```
! wB97M-V def2-TZVPD RIJCOSX def2/J DEFGRID3
* xyz -1 1
C 1.568 -1.145 -0.218
C 0.216 -0.954 0.420
N -1.336 2.238 0.029
N -0.857 -0.980 -0.282
O -1.999 -0.645 0.294
H 1.725 -2.163 -0.588
H 1.694 -0.470 -1.070
H 2.355 -0.923 0.506
H -1.714 1.308 0.274
H 0.223 -0.718 1.499
H -1.545 2.334 -0.963
H -0.329 2.118 0.098
*
```

Properties
F_max: 0.012 Eh/bohr
HOMO level: -2.42 eV
Kohn-Sham gap: 6.8 eV
calculated total energy: -265.1089 Ha

These are the natural (NBO) partial charges, in e, on atoms 1 to 2: C -0.6413; C -0.1616



Below is 12 unconnected molecules or ions with the total composition C36H84N12O12 in a non-equilibrium geometry, with properties calculated with the ωB97M-V functional and the def2-TZVPD basis.

Geometry as ORCA input:
```
! wB97M-V def2-TZVPD RIJCOSX def2/J DEFGRID3
* xyz 0 1
C -0.534 -1.962 -0.200
N -0.103 -0.577 -0.165
C -0.321 0.245 -1.345
C 0.279 -0.044 1.010
O 0.687 1.097 1.145
H -0.206 -2.393 -1.147
H -1.622 -2.057 -0.161
H -0.125 -2.533 0.627
H 0.043 -0.381 -2.166
H -1.382 0.417 -1.533
H 0.269 1.155 -1.328
H 0.468 -0.826 1.757
C -1.121 3.104 -3.395
N -1.996 4.260 -3.419
C -3.070 4.238 -4.393
C -1.916 5.225 -2.476
O -2.755 6.085 -2.292
H -1.626 2.172 -3.126
H -0.293 3.316 -2.723
H -0.743 2.903 -4.401
H -3.766 3.402 -4.285
H -3.603 5.181 -4.378
H -2.599 4.058 -5.366
H -1.007 5.092 -1.862
C 2.282 3.657 6.143
N 2.580 2.756 5.051
C 1.432 2.459 4.196
C 3.820 2.318 4.847
O 4.130 1.530 3.960
H 1.789 4.580 5.821
H 3.172 4.015 6.659
H 1.585 3.207 6.854
H 1.744 1.696 3.486
H 0.678 2.030 4.856
H 1.145 3.356 3.650
H 4.551 2.683 5.580
C 4.867 -1.321 -0.360
N 4.021 -1.841 0.685
C 4.328 -1.474 2.068
C 2.903 -2.531 0.398
O 2.109 -2.980 1.207
H 4.890 -0.229 -0.270
H 4.557 -1.495 -1.390
H 5.883 -1.711 -0.262
H 4.342 -0.384 2.138
H 3.515 -1.824 2.694
H 5.297 -1.899 2.326
H 2.706 -2.627 -0.683
C -0.995 -5.101 -2.073
N -0.976 -6.566 -2.245
C -0.360 -7.030 -3.472
C -1.678 -7.405 -1.469
O -1.860 -8.584 -1.703
H -0.947 -4.572 -3.021
H -0.013 -4.904 -1.616
H -1.678 -4.637 -1.364
H -1.141 -7.348 -4.173
H 0.250 -6.294 -3.983
H 0.219 -7.927 -3.243
H -2.047 -6.890 -0.573
C 3.151 -1.576 -5.774
N 2.479 -1.423 -4.478
C 2.320 -0.062 -3.955
C 1.822 -2.464 -3.983
O 1.072 -2.472 -3.014
H 2.670 -0.925 -6.501
H 3.175 -2.620 -6.072
H 4.201 -1.322 -5.601
H 2.179 -0.081 -2.883
H 3.192 0.468 -4.329
H 1.441 0.420 -4.394
H 1.944 -3.445 -4.463
C 2.171 6.719 -0.027
N 1.411 6.010 0.987
C 0.829 4.742 0.655
C 1.307 6.479 2.239
O 0.725 5.923 3.145
H 3.044 6.169 -0.380
H 2.498 7.687 0.345
H 1.496 6.907 -0.865
H 1.176 3.831 1.155
H -0.232 4.666 0.909
H 0.999 4.526 -0.401
H 1.758 7.471 2.374
C 3.684 2.910 1.210
N 3.996 2.678 -0.194
C 5.144 3.341 -0.759
C 3.012 2.232 -0.978
O 2.945 2.326 -2.200
H 4.601 2.873 1.793
H 2.975 2.212 1.645
H 3.257 3.908 1.336
H 5.609 2.858 -1.616
H 4.863 4.331 -1.143
H 5.899 3.455 0.017
H 2.210 1.752 -0.401
C -2.352 -1.292 -4.181
N -3.395 -0.609 -3.381
C -4.257 0.318 -4.093
C -3.685 -1.061 -2.146
O -4.545 -0.627 -1.404
H -1.731 -1.907 -3.538
H -1.719 -0.537 -4.644
H -2.896 -1.856 -4.938
H -3.690 0.778 -4.898
H -5.139 -0.209 -4.465
H -4.636 1.093 -3.428
H -2.960 -1.844 -1.862
C -1.057 -1.759 6.280
N -0.464 -2.611 5.262
C -0.126 -2.073 3.962
C -0.079 -3.869 5.586
O -0.150 -4.355 6.700
H -0.302 -1.016 6.546
H -1.424 -2.371 7.097
H -1.951 -1.251 5.909
H -0.742 -1.199 3.740
H 0.931 -1.796 3.938
H -0.362 -2.753 3.140
H 0.294 -4.419 4.705
C -3.716 2.635 -0.399
N -3.152 2.274 0.898
C -2.944 3.349 1.846
C -3.001 0.973 1.250
O -2.513 0.614 2.310
H -3.592 3.716 -0.482
H -4.800 2.506 -0.483
H -3.234 2.082 -1.202
H -3.889 3.800 2.162
H -2.418 3.028 2.739
H -2.362 4.112 1.324
H -3.204 0.266 0.429
C -5.030 -5.963 2.199
N -4.176 -4.996 1.544
C -3.357 -4.217 2.459
C -3.994 -4.926 0.220
O -3.180 -4.205 -0.335
H -4.542 -6.324 3.103
H -5.370 -6.759 1.539
H -5.971 -5.529 2.561
H -2.859 -3.406 1.940
H -3.889 -3.832 3.332
H -2.633 -4.892 2.934
H -4.818 -5.479 -0.269
*
```

Properties
F_max: 0.049 Eh/bohr
SMILES: CN(C)C=O.CN(C)C=O.CN(C)C=O.CN(C)C=O.CN(C)C=O.CN(C)C=O.CN(C)C=O.CN(C)C=O.CN(C)C=O.CN(C)C=O.CN(C)C=O.CN(C)C=O
HOMO level: -8.71 eV
Kohn-Sham gap: 8.9 eV
calculated total energy: -2982.0473 Ha

These are the Mulliken partial charges, in e, on atoms 1 to 2: C -0.0707; N 1.2370



Below is 10 unconnected molecules or ions with the total composition C28H82N10O10 in a non-equilibrium geometry, with properties calculated with the ωB97M-V functional and the def2-TZVPD basis.

Geometry as ORCA input:
```
! wB97M-V def2-TZVPD RIJCOSX def2/J DEFGRID3
* xyz 1 2
C 1.752 0.299 5.067
O 1.802 -0.302 3.771
H 0.762 0.137 5.494
H 2.553 -0.083 5.701
H 1.878 1.379 4.994
H 2.591 -0.845 3.833
C 0.793 -0.277 0.876
O -0.587 -0.305 0.832
H 1.205 -0.181 -0.128
H 1.104 0.622 1.409
H 1.266 -1.225 1.129
H -0.982 -0.951 1.421
C 2.647 -3.440 3.987
O 3.477 -2.764 3.433
N 1.360 -3.362 3.728
N 2.831 -4.285 4.914
H 0.676 -4.032 4.050
H 1.049 -2.503 3.298
H 3.793 -4.484 5.151
H 2.080 -4.841 5.297
C -2.120 -1.317 3.681
O -1.681 -2.212 3.016
N -2.919 -1.424 4.672
N -1.769 -0.071 3.599
H -3.444 -0.581 4.852
H -3.108 -2.257 5.211
H -2.028 0.394 4.457
H -0.948 0.192 3.072
C -1.480 6.873 -2.828
C -0.769 5.655 -2.060
C -0.349 4.637 -3.143
O -0.167 3.347 -2.607
C 1.177 3.096 -2.076
N 0.343 6.307 -1.356
H -2.411 6.584 -3.316
H -0.904 7.257 -3.670
H -1.793 7.736 -2.241
H -1.557 5.180 -1.475
H 0.541 5.121 -3.545
H -1.113 4.399 -3.882
H 1.753 2.789 -2.950
H 1.242 2.242 -1.402
H 1.556 4.057 -1.728
H -0.011 6.841 -0.575
H 0.693 5.525 -0.821
C -7.781 1.289 0.687
C -6.596 2.286 0.347
C -5.199 1.500 0.175
O -4.158 2.368 -0.155
C -2.933 1.801 -0.485
N -6.975 3.010 -0.850
H -8.690 1.883 0.776
H -7.623 0.731 1.610
H -8.096 0.572 -0.070
H -6.461 3.054 1.108
H -5.226 0.722 -0.588
H -4.918 0.950 1.074
H -3.107 1.100 -1.302
H -2.505 1.351 0.411
H -2.309 2.624 -0.833
H -6.405 3.834 -0.980
H -7.841 3.462 -0.593
C -1.458 1.051 -4.557
C -1.244 -0.037 -5.655
C -0.549 -1.351 -5.111
O 0.838 -1.337 -4.881
C 1.266 -0.686 -3.624
N -2.542 -0.349 -6.230
H -0.858 1.027 -3.647
H -2.448 1.008 -4.102
H -1.279 2.044 -4.969
H -0.616 0.398 -6.433
H -0.703 -2.232 -5.734
H -1.025 -1.576 -4.156
H 2.257 -0.992 -3.288
H 0.612 -0.875 -2.773
H 1.165 0.384 -3.802
H -2.834 0.606 -6.387
H -3.092 -0.675 -5.448
C -0.190 4.097 1.846
C 0.726 5.300 2.074
C 2.190 5.141 1.500
O 3.016 4.317 2.368
C 2.662 2.883 2.503
N -0.016 6.469 1.539
H -1.174 4.494 1.597
H -0.308 3.520 2.763
H 0.087 3.517 0.966
H 0.891 5.457 3.140
H 2.565 6.161 1.419
H 2.274 4.816 0.463
H 3.421 2.216 2.911
H 2.526 2.525 1.483
H 1.792 2.674 3.125
H 0.222 7.365 1.939
H -0.998 6.272 1.669
C 7.659 -4.247 0.611
C 6.552 -4.396 -0.458
C 5.200 -4.014 0.237
O 4.203 -4.005 -0.825
C 3.064 -3.366 -0.277
N 6.913 -3.454 -1.495
H 8.575 -4.792 0.383
H 7.512 -4.571 1.641
H 7.786 -3.169 0.714
H 6.471 -5.389 -0.900
H 5.241 -3.050 0.744
H 4.919 -4.685 1.050
H 3.186 -2.316 -0.013
H 2.734 -3.903 0.612
H 2.358 -3.466 -1.101
H 7.094 -2.570 -1.041
H 6.073 -3.147 -1.963
C -0.927 -3.550 -0.559
C -0.358 -4.653 -1.299
C -0.981 -6.010 -0.979
O -0.603 -6.405 0.314
C -1.361 -7.472 0.836
N -0.553 -4.185 -2.741
H -1.943 -3.268 -0.839
H -0.296 -2.669 -0.449
H -1.139 -3.850 0.468
H 0.715 -4.751 -1.131
H -0.586 -6.811 -1.604
H -2.064 -5.938 -1.077
H -2.415 -7.222 0.957
H -0.970 -7.744 1.816
H -1.297 -8.356 0.201
H -1.512 -4.465 -2.888
H -0.390 -3.207 -2.933
*
```

Properties
F_max: 0.129 Eh/bohr
HOMO level (spin up / spin down): -10.05 / -10.05 eV
Kohn-Sham gap (spin up / spin down): 7.6 / 1.5 eV
calculated total energy: -2415.3827 Ha

These are the Mulliken partial charges, in e, on atoms 1 to 2: C -0.8469; O -0.0642



Number 2 is which compound?
C36H84N12O12



Among the records above, which one has the highest F_max?
C28H82N10O10